Entry from the OMol25 dataset: a single C22H22N4O3S2 molecule (ωB97M-V/def2-TZVPD).

Output
Molecular weight, g mol⁻¹: 454.6
ΔE to the lowest compared entry with this formula, charge and spin, kcal per mole: 2.5
Calculated total energy, hartree: -2092.67484
Structure (SMILES): COCCCn1c(SCc2nnc(-c3ccccc3)o2)nc2sc3c(c2c1=O)CCC3
Spin multiplicity: 1
LUMO energy, eV: 0.246
Highest occupied orbital energy, hartree: -0.2962

Structure (XYZ):
```
53
Properties=species:S:1:pos:R:3:forces:R:3
S 1.3798 1.3497 2.4464 0.21 -0.19 -0.29
S -0.9149 -3.3785 1.6605 -0.22 -0.37 0.09
O -0.8457 -1.4883 -2.7574 -0.16 -0.10 -0.20
O 2.9358 -1.8382 -1.0569 0.21 0.04 -0.20
O -2.2260 -0.2832 1.5863 -0.11 0.27 -0.09
N -4.3246 -0.4728 0.9879 -0.04 1.39 -0.83
N 0.3342 -1.1036 1.9740 -0.18 -0.31 0.24
N 1.1385 -2.4452 0.2150 0.11 0.19 0.04
N -3.9995 -1.5596 1.7038 0.63 -1.14 0.93
C 4.1314 1.2280 -0.3820 0.09 -0.04 -0.15
C -1.9006 2.2216 0.2742 -0.18 -0.14 0.03
C -2.7582 -1.4324 2.0510 -0.66 -0.05 0.01
C 0.3030 -2.1758 1.2504 -0.17 0.40 0.61
C -2.8435 3.9538 -1.0905 0.03 0.04 -0.01
C -0.1381 -3.5634 -1.6064 0.18 0.25 -0.04
C 2.1722 -1.5525 -0.1572 0.01 0.14 0.21
C -3.2638 0.2778 0.9214 -0.67 -0.76 0.18
C 2.1781 -0.3387 0.6142 -0.50 0.05 0.49
C -4.0552 3.2795 -1.1226 -0.01 0.03 -0.02
C 0.9868 -3.6574 -0.5708 -0.19 -0.50 -0.41
C 0.1117 -2.5257 -2.7220 0.01 -0.08 -0.03
C -4.1985 2.0757 -0.4611 0.13 -0.13 0.12
C -1.7695 3.4245 -0.3922 0.02 0.09 -0.05
C -1.9414 -2.3917 2.8134 0.58 0.02 -0.34
C 3.0082 0.8014 0.5014 0.05 0.48 0.35
C 4.6661 2.4914 0.3311 0.02 0.00 -0.04
C -0.6853 -0.4943 -1.7832 0.02 0.09 0.04
C 2.6987 1.7682 1.4041 -0.04 -0.43 -0.12
C 1.2479 -0.1807 1.6375 0.51 -0.04 -0.58
C 3.5466 2.9848 1.2775 -0.01 0.26 0.07
C -3.1177 1.5424 0.2401 0.29 0.47 -0.16
H 1.9424 -3.8159 -1.0777 -0.15 -0.06 0.20
H 4.8890 0.4526 -0.4861 0.02 0.02 -0.09
H -1.4051 0.2892 -2.0160 0.03 0.03 0.08
H -2.7364 4.8943 -1.6102 0.01 0.07 -0.04
H -2.5836 -3.1056 3.3230 0.01 0.04 -0.02
H 3.7533 1.4565 -1.3814 0.06 -0.04 -0.06
H 0.0227 -3.0033 -3.6999 0.10 -0.01 0.10
H -0.8880 -0.8662 -0.7711 -0.02 0.00 0.05
H 4.9598 3.2616 -0.3792 0.08 0.03 0.02
H 3.9361 3.3314 2.2349 0.02 0.08 -0.02
H -1.0706 1.8037 0.8237 0.10 -0.03 0.04
H -0.2515 -4.5539 -2.0460 -0.05 -0.06 0.00
H 0.3280 -0.0729 -1.8037 -0.01 0.03 0.00
H -1.2599 -1.8817 3.4919 -0.16 -0.11 0.09
H 1.1216 -2.1054 -2.6354 -0.06 -0.02 -0.05
H 0.7942 -4.4909 0.1109 0.16 0.04 -0.07
H -5.1288 1.5309 -0.4723 -0.12 -0.03 -0.03
H -4.8893 3.6960 -1.6668 -0.07 0.02 -0.04
H 2.9761 3.8055 0.8331 0.03 0.06 0.03
H 5.5429 2.2262 0.9219 0.01 0.02 0.00
H -1.0819 -3.3204 -1.1150 -0.02 -0.05 -0.05
H -0.8275 3.9517 -0.3665 0.08 0.04 0.00
```
Positions in Å, forces in eV/Å.

Formally, the Löwdin partial charges of the atoms, in units of the elementary charge, are as follows: S 1.12; S 1.05; O -0.17; O 0.08; O 0.10; N 0.11; N 0.05; N 0.02; N 0.10; C -0.11; C -0.03; C -0.41; C -0.57; C -0.08; C -0.14; C -0.37; C -0.28; C -0.10; C -0.07; C -0.17; C -0.20; C -0.02; C -0.07; C -0.34; C -0.21; C -0.16; C -0.09; C -0.49; C -0.51; C -0.17; C -0.16; H 0.13; H 0.12; H 0.09; H 0.10; H 0.09; H 0.12; H 0.12; H 0.08; H 0.11; H 0.11; H 0.08; H 0.12; H 0.10; H 0.09; H 0.11; H 0.10; H 0.11; H 0.10; H 0.11; H 0.11; H 0.09; H 0.10